[1]
96
Properties=species:S:1:pos:R:3:forces:R:3:mulliken_charge:R:1 method="wB97M-V/def2-TZVPD" homo_energy_ev="-1.031 / -0.512" lumo_ha="0.076 / 0.076" charge=-1 spin_multiplicity=2
Ce -0.2702 -2.7593 -1.8952 0.3 -0.7 0.6 -1.12
P 0.2890 1.4455 -0.3928 0.3 -0.1 0.6 1.02
Cl 1.8466 -1.8246 -3.0137 0.8 0.5 -0.5 -0.55
C 0.5808 0.9224 1.3870 0.8 -0.9 -0.7 -1.97
H 1.2871 1.6561 1.8114 -0.1 0.3 -0.4 0.70
H 1.1407 -0.0238 1.2796 -0.2 0.1 0.1 0.22
C -0.6073 0.5825 -1.8679 0.5 -0.1 0.3 2.68
C 2.0615 1.5423 -0.9919 -0.2 -0.3 -0.1 0.62
C -0.9892 1.6814 -2.8871 0.0 0.3 0.0 -1.03
H 0.2079 -0.0436 -2.3083 -0.3 0.6 0.3 -0.37
C -1.5050 1.0911 -4.1987 0.0 -0.1 0.0 -1.11
H -1.7599 2.3354 -2.4493 0.2 -0.3 -0.2 0.10
H -0.1362 2.3336 -3.1238 -0.3 -0.3 0.2 -0.01
C -2.6698 0.1235 -3.9816 0.1 -0.3 0.3 -1.12
H -1.8266 1.9219 -4.8401 0.0 -0.1 0.0 0.43
H -0.6790 0.5946 -4.7312 -0.2 0.0 0.2 0.39
C -2.3424 -0.9694 -2.9138 0.1 1.0 -0.8 -0.09
H -3.5600 0.6812 -3.6585 0.1 -0.1 0.0 0.37
H -2.9146 -0.3511 -4.9404 0.0 -0.1 0.2 0.50
C -1.8091 -0.3441 -1.6123 -0.5 0.2 0.2 -1.57
H -3.2591 -1.5375 -2.7101 0.3 -0.1 0.0 0.33
H -1.6313 -1.6589 -3.4515 -0.6 0.3 0.0 0.04
H -2.6202 0.2456 -1.1633 0.1 -0.2 -0.1 0.73
H -1.6036 -1.1100 -0.8089 0.1 0.9 -0.3 0.13
C -0.4270 3.1313 -0.0776 0.1 -0.1 -0.3 -0.48
C 2.9810 2.3793 -0.0844 0.1 0.1 0.2 -0.52
H 2.3532 0.4762 -0.9162 0.0 0.2 -0.1 0.44
C 4.4360 2.3993 -0.5811 -0.2 -0.1 -0.2 -0.91
H 2.6010 3.4123 -0.0268 0.1 -0.2 0.0 0.17
H 2.9950 1.9871 0.9404 -0.1 0.1 -0.3 0.20
C 4.5562 2.8340 -2.0436 -0.1 0.0 0.0 -0.71
H 5.0196 3.0714 0.0593 -0.1 -0.1 -0.1 0.45
H 4.8584 1.3905 -0.4698 -0.1 0.1 0.0 0.35
C 3.6388 2.0230 -2.9643 0.0 -0.1 0.2 -1.14
H 4.3078 3.9010 -2.1293 0.0 -0.1 0.0 0.31
H 5.5933 2.7194 -2.3763 -0.1 0.1 0.0 0.37
C 2.1892 1.9567 -2.4662 0.0 0.2 -0.2 -0.37
H 3.6336 2.4654 -3.9685 0.1 -0.1 0.1 0.42
H 4.0222 0.9970 -3.0620 -0.1 0.2 0.0 0.40
H 1.7231 2.9464 -2.5993 0.2 -0.2 0.0 0.15
H 1.6588 1.2441 -3.1113 0.1 0.2 0.2 -0.05
C -1.9506 3.0614 0.1178 -0.2 0.1 0.2 -0.56
H 0.0142 3.3831 0.9027 -0.1 -0.2 -0.2 1.08
C -2.4421 4.3602 0.7711 0.2 0.0 0.0 -0.88
H -2.4495 2.9357 -0.8552 0.1 0.1 0.3 0.35
H -2.2360 2.1990 0.7394 0.1 0.1 -0.1 -0.08
C -2.0139 5.6101 -0.0139 -0.1 -0.1 -0.1 -0.77
H -3.5346 4.3217 0.8649 0.2 0.1 0.0 0.44
H -2.0269 4.4156 1.7886 -0.1 -0.1 -0.1 0.37
C -0.5284 5.6086 -0.3973 0.1 -0.1 0.0 -0.84
H -2.6281 5.6913 -0.9208 0.1 0.0 0.0 0.32
H -2.2286 6.4999 0.5873 0.0 0.0 -0.1 0.41
C -0.0670 4.2847 -1.0251 -0.1 0.0 -0.1 -0.50
H -0.3185 6.4260 -1.0959 0.0 0.0 0.1 0.40
H 0.0720 5.7858 0.5057 0.0 0.0 -0.1 0.38
H -0.5696 4.1419 -1.9932 0.2 0.1 0.2 0.21
H 1.0152 4.3221 -1.2209 -0.3 0.0 0.1 0.14
C -1.6202 -0.1956 1.7570 2.4 1.3 -0.8 -0.94
C -0.5463 0.7140 2.3508 -2.5 -0.9 -0.1 1.50
H -1.9172 0.0104 0.7311 0.0 0.2 0.3 0.21
C -0.0185 0.2131 3.7325 -0.1 0.3 -0.2 -1.36
H -1.0259 1.6965 2.5495 0.6 0.6 0.2 -0.22
C -0.4545 -1.1901 4.1523 -0.1 -0.3 -0.1 -0.40
H 1.0752 0.2583 3.7407 0.1 0.0 0.0 0.41
H -0.3546 0.9288 4.4931 0.0 -0.1 0.0 0.35
C -1.9545 -1.4279 3.9571 0.1 0.2 -0.4 -1.08
H 0.1064 -1.9478 3.5879 -0.1 0.1 0.0 -0.01
H -0.2023 -1.3295 5.2134 0.1 0.0 -0.1 0.50
C -2.3810 -1.1885 2.4860 -1.2 -1.2 0.5 0.65
H -2.2105 -2.4548 4.2567 0.0 0.3 -0.1 0.37
H -2.5213 -0.7468 4.6092 0.2 0.0 0.0 0.45
H -2.3477 -2.1526 1.9360 -0.2 0.2 0.5 -0.77
H -3.4453 -0.8856 2.4964 -0.2 -0.5 0.3 0.26
C 4.0246 -5.3036 0.9089 0.0 0.3 0.0 -0.54
C 3.8334 -3.9469 0.6007 -0.3 -0.5 0.0 -0.66
C 2.5448 -3.4474 0.3872 0.2 -0.2 0.2 -0.06
C 1.4495 -4.3185 0.4703 -1.0 0.3 0.0 -0.02
C 1.6362 -5.6697 0.8319 0.3 0.1 -0.1 -0.02
C 2.9192 -6.1573 1.0434 -0.1 0.3 0.0 -0.58
N 0.1599 -3.8295 0.1395 -0.1 -0.5 0.5 0.51
C -0.9358 -4.1857 0.9462 1.2 0.0 -0.6 0.21
C -2.2212 -4.2022 0.3705 -0.2 -0.4 0.5 -0.06
C -3.2920 -4.6751 1.1391 0.3 0.3 -0.1 -0.79
C -3.0981 -5.0863 2.4621 0.0 -0.1 0.1 -0.47
C -1.8262 -5.0166 3.0475 0.1 0.2 -0.6 -0.89
C -0.7510 -4.5473 2.2983 -0.4 -0.1 0.1 0.08
H 5.0313 -5.6982 1.0598 -0.3 0.2 0.0 0.33
H 4.6841 -3.2734 0.5296 -0.1 -0.1 0.0 0.39
H 2.3538 -2.3811 0.1894 0.1 -0.6 0.0 0.24
H 0.7530 -6.3093 0.9446 0.4 0.2 -0.1 0.44
H 3.0569 -7.2055 1.3185 0.0 0.3 -0.1 0.34
H -2.3601 -3.9349 -0.6985 -0.2 -0.4 0.7 0.31
H -4.2847 -4.7314 0.6901 0.2 0.0 0.1 0.36
H -3.9330 -5.4672 3.0515 0.1 0.1 -0.2 0.33
H -1.6607 -5.3384 4.0757 -0.1 0.1 -0.2 0.34
H 0.2560 -4.4924 2.7277 -0.5 0.0 -0.2 0.46

***

[2]
115
Properties=species:S:1:pos:R:3:forces:R:3:mulliken_charge:R:1 method="wB97M-V/def2-TZVPD" homo_energy_ev=-2.328 lumo_ha=0.046 charge=-1
C -1.2191 1.0895 -0.6448 -0.7 0.6 0.0 -0.16
C -0.0058 0.3134 -1.0890 0.0 0.1 -0.2 -0.25
N 0.5310 -0.5639 -0.0530 0.3 -0.2 -0.6 1.07
C 0.4941 -1.9367 -0.1490 0.1 -0.2 0.5 -0.99
C 1.1456 -2.4007 0.9413 0.0 -0.9 0.5 -1.10
N 1.5464 -1.3287 1.6937 0.1 0.7 -0.8 0.99
C 1.2302 -0.2170 1.0223 -0.8 0.0 0.5 -0.88
C 2.2991 -1.3805 2.9231 0.9 0.1 0.6 -0.90
H -1.5758 1.7119 -1.4690 0.2 0.1 0.0 -0.06
H -1.0224 1.7616 0.1938 0.2 0.0 0.0 0.47
H -2.0802 0.4727 -0.3853 0.3 -0.3 0.1 -0.05
H 0.7921 0.9725 -1.4395 0.0 0.1 0.3 -0.22
H -0.2229 -0.3302 -1.9394 -0.1 -0.1 0.2 -0.04
H -0.0217 -2.4815 -0.9200 0.0 0.1 0.0 0.67
H 1.3915 -3.4025 1.2582 -0.4 -0.1 -0.1 0.96
H 1.4107 0.7922 1.3455 0.1 0.0 0.1 0.41
H 1.7060 -1.2942 3.8310 -0.5 -0.1 -0.3 0.36
H 3.0390 -0.5788 2.9459 -0.1 0.0 -0.2 0.04
H 2.8420 -2.3222 2.9595 -0.1 0.0 0.0 0.38
Cl 0.1054 -5.9796 -0.5120 -0.1 -1.2 0.5 1.84
O 1.5483 -5.8247 -0.6385 0.4 0.2 0.0 -0.82
O -0.2764 -7.2083 -1.1774 0.0 0.4 0.2 -0.78
O -0.2449 -6.0056 0.8799 0.0 0.0 -0.5 -0.62
O -0.5327 -4.8580 -1.1619 -0.2 0.6 -0.2 -0.64
C -2.3183 -2.5689 4.0312 0.6 0.4 -0.6 -0.62
C -1.0994 -3.4616 4.2698 0.0 -1.8 0.6 0.21
O -1.1873 -4.6412 3.6057 0.0 0.8 -0.1 -0.85
H -2.2142 -2.2588 2.9847 -0.4 0.2 0.1 -0.23
H -2.3606 -1.6766 4.6685 0.0 0.0 0.0 0.43
H -3.2239 -3.1668 4.1284 0.0 0.0 0.1 0.23
H -1.0346 -3.6355 5.3814 0.0 0.3 0.1 0.34
H -0.1364 -2.9276 4.0376 -0.1 0.6 -0.1 -0.43
C 2.1295 -3.6676 -2.6432 0.2 0.1 0.5 -0.20
N 0.8496 -3.3925 -3.3314 0.4 -0.6 0.0 1.06
O 0.3567 -4.3401 -3.8876 -0.3 0.3 -0.4 -0.55
O 0.3622 -2.2727 -3.2523 0.0 0.1 -0.1 -0.61
H 2.5699 -2.7412 -2.2878 -0.1 0.1 -0.1 -0.01
H 2.8078 -4.2178 -3.2871 -0.2 0.1 -0.3 0.37
H 1.8765 -4.3425 -1.8162 0.0 0.1 0.0 0.01
C 5.9770 -4.5446 1.0469 0.0 -0.2 0.6 -0.98
N 4.9468 -3.4690 0.9767 0.4 -0.1 -0.6 0.85
O 5.2804 -2.3538 1.3456 -0.1 0.1 0.1 -0.38
O 3.8864 -3.7560 0.4816 -0.1 0.2 0.2 -0.42
H 6.6953 -4.3916 0.2477 -0.1 0.1 -0.1 0.31
H 5.4671 -5.4978 0.9644 0.0 0.0 -0.1 0.35
H 6.4744 -4.4506 2.0090 0.0 0.0 0.0 0.35
C 7.3988 -0.1673 2.7693 -0.2 0.0 -0.5 -0.74
N 6.2039 -0.3573 3.6226 -0.5 -0.4 0.4 0.97
O 5.3425 0.5026 3.6540 0.3 0.1 -0.1 -0.52
O 6.1311 -1.4220 4.2040 0.1 0.3 0.0 -0.55
H 8.2534 -0.5510 3.3120 0.0 0.0 0.0 0.29
H 7.5003 0.8669 2.4589 -0.1 0.1 0.3 0.27
H 7.1812 -0.7643 1.8830 0.2 -0.1 0.1 0.28
C -3.1216 -3.6904 0.8355 0.6 -0.9 1.0 -0.87
N -3.2277 -2.2921 0.3895 0.7 -0.1 0.1 0.96
O -2.4161 -1.9450 -0.4549 -0.3 0.2 -0.3 -0.41
O -4.0051 -1.5319 0.9286 -0.3 -0.1 -0.2 -0.55
H -3.6147 -3.8360 1.7903 -0.4 0.2 -0.2 0.28
H -2.0698 -3.9027 1.0560 0.0 0.2 -0.1 0.29
H -3.4255 -4.4127 0.0837 -0.2 0.4 -0.3 0.29
C 2.4426 4.4174 3.4377 0.2 0.4 0.3 -0.90
N 2.0090 3.1053 2.9246 -0.5 -0.3 0.0 0.92
O 2.8709 2.3169 2.5920 0.0 0.1 0.0 -0.42
O 0.8136 2.8822 2.8977 0.2 0.1 -0.1 -0.51
H 3.3719 4.6745 2.9415 0.0 0.0 0.1 0.35
H 2.5767 4.3281 4.5148 0.2 -0.2 -0.1 0.32
H 1.6595 5.1505 3.2892 -0.1 -0.1 -0.3 0.24
C -6.2417 1.3060 -0.3013 0.1 -0.1 -0.3 -0.54
C -7.5973 1.5495 -0.1425 -0.3 -0.1 0.2 -0.38
C -8.1841 2.6551 -0.7385 0.4 0.3 -0.1 -0.50
C -7.4064 3.4898 -1.5354 0.1 0.6 -0.3 -0.51
C -6.0587 3.2427 -1.7500 0.4 -0.6 1.4 -0.42
C -5.4739 2.1670 -1.0703 0.0 -0.1 -0.6 -0.05
H -5.7771 0.4163 0.1056 0.0 0.1 0.2 0.51
H -8.1988 0.8831 0.4640 0.0 0.0 0.0 0.39
H -9.2152 2.9256 -0.5552 -0.1 -0.2 0.0 0.36
H -7.8208 4.3971 -1.9632 -0.2 -0.1 0.0 0.33
H -5.3855 3.9179 -2.2614 -0.3 0.1 -0.4 0.43
H -4.4210 1.9490 -1.2124 0.0 0.0 0.0 0.42
C 3.6144 0.9258 -1.6554 -0.2 0.7 -0.3 -0.29
C 3.9913 2.1825 -2.1424 -0.3 -0.5 0.7 -0.74
C 4.8322 2.9638 -1.3639 0.1 0.3 -0.3 -0.46
C 5.2344 2.5440 -0.1026 0.0 0.0 0.2 -0.68
C 4.7843 1.3413 0.4163 0.1 -0.6 -0.5 0.22
C 4.0322 0.5029 -0.4039 -0.1 -0.3 -0.1 -0.42
H 2.9264 0.3435 -2.2575 0.2 -0.3 0.1 0.57
H 3.5616 2.5176 -3.0764 0.3 0.1 -0.1 0.45
H 5.1889 3.9130 -1.7481 0.0 0.0 0.0 0.36
H 5.9253 3.1462 0.4759 -0.1 0.1 0.0 0.44
H 5.0487 1.0020 1.4092 0.0 0.2 0.0 0.35
H 3.7836 -0.5112 -0.1090 -0.1 0.1 0.3 0.23
C -3.1516 1.5171 -4.0816 0.9 -0.8 -0.9 -0.22
C -2.6832 0.2712 -3.6916 -0.2 -1.0 0.7 -0.05
C -3.5372 -0.8262 -3.6528 -0.7 0.1 -0.9 -0.32
C -4.8173 -0.6905 -4.1809 -1.2 0.1 0.4 -0.74
C -5.3358 0.5533 -4.5321 1.1 0.6 0.3 -0.36
C -4.4593 1.6362 -4.5163 -0.4 0.7 0.1 -0.65
H -2.3941 2.2692 -4.2789 -0.3 0.4 0.4 0.47
H -1.6730 0.0315 -3.3868 0.2 0.6 -0.1 0.29
H -3.2407 -1.8028 -3.2964 0.4 0.1 0.0 0.53
H -5.5138 -1.5202 -4.2540 0.3 -0.2 0.2 0.33
H -6.3767 0.7711 -4.7234 -0.1 -0.5 -0.4 0.42
H -4.8056 2.6167 -4.8299 -0.1 -0.1 0.0 0.33
C -0.2524 4.8628 -1.5474 -0.2 -0.4 0.3 -0.51
C 0.1940 5.3361 -0.3154 0.2 -0.1 -0.3 -0.21
C -0.7164 5.5907 0.7041 -0.3 -0.7 -0.1 -0.51
C -2.0568 5.3009 0.4839 -0.5 0.0 0.2 -0.53
C -2.5115 4.7789 -0.7177 0.3 0.7 -0.1 -0.23
C -1.6012 4.6006 -1.7476 -0.3 0.3 -0.3 -0.11
H 0.4506 4.5665 -2.3159 0.1 0.4 -0.1 0.41
H 1.2647 5.4676 -0.2057 -0.1 0.1 0.3 0.39
H -0.4446 5.8314 1.7221 0.4 0.4 -0.1 0.29
H -2.7952 5.4870 1.2562 0.2 -0.1 0.1 0.38
H -3.5731 4.6224 -0.8540 0.0 -0.2 -0.1 0.22
H -1.9717 4.3603 -2.7381 0.1 -0.4 0.1 0.38